A 8-piece molecular cluster, C24H50FNO13S5 overall in a non-equilibrium geometry, computed with the ωB97M-V functional and the def2-TZVPD basis.

Positions of all 94 atoms, in Å:
N -0.1908 -0.8542 0.2070
H -0.5134 -0.1477 -0.4774
H -0.8252 -1.2447 0.9223
H 0.7226 -0.4717 0.6991
H 0.2557 -1.4601 -0.4726
F -0.7212 -3.5665 -0.1121
C 2.5422 -2.7751 -2.6339
C 3.2375 -2.9653 -3.9417
C 3.2565 -4.3668 -4.5890
O 2.4489 -4.3347 -5.7322
C 2.0745 -3.1053 -5.8964
O 1.4829 -2.7732 -6.8252
O 2.3523 -2.2664 -4.8889
H 3.0715 -3.3256 -1.9864
H 1.4836 -3.2345 -2.6884
H 2.3737 -1.7110 -2.3485
H 4.1814 -2.4844 -3.8189
H 3.1789 -5.1869 -3.8826
H 4.2901 -4.5779 -4.8885
C -0.6442 3.0120 -3.3143
C -0.0288 2.1929 -4.5670
C 0.9738 1.2251 -3.9644
S 1.6100 1.8602 -2.5125
O 2.8911 2.4571 -2.8390
O 1.4651 0.9011 -1.3670
C 0.4415 3.1752 -2.2521
H -1.2913 2.3939 -2.6954
H -1.1582 3.8565 -3.7232
H 0.5524 2.8780 -5.1436
H -0.6656 1.8485 -5.4911
H 1.9234 1.2365 -4.4133
H 0.8208 0.1482 -3.5765
H 1.1239 4.0422 -2.4383
H 0.1034 3.1206 -1.2737
C 6.4365 -0.5041 -1.1189
C 5.7091 0.6635 -0.6052
C 5.3237 0.4473 0.8044
S 4.8379 -1.3109 0.9436
O 3.4473 -1.4514 0.8769
O 5.7514 -1.9983 1.8755
C 5.6035 -1.6109 -0.7527
H 7.4667 -0.2408 -0.7135
H 6.3491 -0.4887 -2.1842
H 4.9562 1.1091 -1.1845
H 6.2760 1.5416 -0.9112
H 4.4478 0.9351 1.1287
H 6.1729 0.5038 1.5738
H 4.6200 -1.5946 -1.1153
H 5.7330 -2.7620 -0.5528
C -3.1519 -1.5782 4.1808
C -3.2308 -2.9624 3.5014
C -1.7394 -3.4972 3.3260
S -0.7869 -2.5757 4.4601
O -0.0092 -1.6647 3.6989
O -0.1912 -3.4983 5.3413
C -2.0811 -1.6525 5.2080
H -4.1915 -1.5438 4.4047
H -2.9816 -0.8992 3.5988
H -3.7203 -2.6894 2.6990
H -3.8135 -3.7178 4.0603
H -1.2726 -3.5301 2.3506
H -1.7231 -4.5093 3.5842
H -1.7871 -0.6760 5.4701
H -2.1863 -2.2922 6.0927
C -5.7129 -0.0153 -1.5400
C -5.8420 1.4946 -1.8173
C -4.7748 2.0528 -0.8851
S -4.5632 1.0382 0.4933
O -5.0211 1.5956 1.7353
O -3.1070 0.6707 0.4278
C -5.6711 -0.2519 -0.0198
H -4.6626 -0.3384 -1.7912
H -6.3963 -0.5458 -2.1558
H -6.6056 1.9768 -1.3777
H -5.7148 1.9148 -2.8772
H -5.0413 3.2071 -0.4698
H -3.7310 2.3236 -1.5281
H -6.5665 -0.2159 0.4717
H -5.2850 -1.2280 0.2952
C -1.9111 2.7685 4.4465
C -0.6127 3.5456 4.7968
C 0.3214 3.1984 3.6508
S -0.6335 3.2271 2.1581
O -0.1136 2.0949 1.3188
O -0.6660 4.6406 1.6384
C -2.1040 2.7404 2.8791
H -2.6580 3.4054 4.9738
H -1.7477 1.7440 4.9577
H -0.1098 3.2440 5.6821
H -0.7731 4.5732 4.8354
H 0.8040 2.1246 3.6195
H 1.0564 3.9308 3.5951
H -2.4683 2.0547 2.5801
H -2.7725 3.5808 2.7911

Forces on atoms 1 to 6 (eV/Å):
N 3.48 2.07 0.26
H -0.48 0.26 1.51
H 0.22 -0.38 -1.18
H -2.52 -0.38 -0.92
H -0.67 -2.13 0.57
F 0.05 0.75 0.20

Values from the calculation:
HOMO (eV): -7.525
Largest force on an atom (eV Å⁻¹): 19.63
E_LUMO (eV): 0.0
Gap between HOMO and LUMO (eV): 7.511

C24H50GaN5O8S as an isolated structure in a non-equilibrium geometry, computed with the ωB97M-V functional and the def2-TZVPD basis.

Positions of all 89 atoms, in Å:
C 7.5807 -1.4156 0.9158
C 6.3890 -0.4936 0.4998
O 6.4992 0.6987 0.7767
N 5.2354 -0.9158 -0.2091
C 4.6975 -2.2163 0.2542
C 4.1960 0.1442 -0.2934
C 2.7869 -0.4109 -0.7812
C 1.8168 0.8431 -0.9279
C 1.3239 1.4074 0.4634
Ga 0.1730 0.0987 1.5685
C -1.7649 -0.1008 0.8897
C -1.8751 -1.1108 -0.3465
S -2.3961 -2.8269 0.2057
C -0.8340 -3.7626 0.1054
N -0.0230 -3.9168 1.1640
N 1.0309 -4.6318 0.6575
C 0.8253 -4.8753 -0.6453
O -0.3924 -4.3320 -1.0604
C 0.0517 0.9095 3.4931
O 0.6019 0.3518 4.4840
O -0.5996 2.0682 3.7105
H 8.1936 -0.8401 1.6585
H 8.1847 -1.8133 0.0657
H 7.1757 -2.2955 1.4957
H 4.2232 -2.7110 -0.6433
H 5.4656 -2.9336 0.6277
H 3.8928 -2.1300 1.0336
H 3.9923 0.6608 0.6795
H 4.5297 0.8593 -1.0976
H 2.8734 -0.9950 -1.7363
H 2.2990 -1.0452 0.0140
H 0.8914 0.4974 -1.4784
H 2.3481 1.6399 -1.5369
H 0.7281 2.3560 0.3358
H 2.1972 1.6883 1.1246
H 0.8420 -1.3550 1.7514
H -2.0735 0.9075 0.4866
H -2.4863 -0.4222 1.6752
H -0.8360 -1.1801 -0.7850
H -2.5299 -0.7405 -1.1799
H 1.5102 -5.4133 -1.3261
C -7.3499 1.9722 5.5673
O -6.1017 2.0987 6.2190
C -5.9561 1.2253 7.3363
C -4.8954 0.1673 7.0576
N -5.3587 -0.7921 6.0579
C -4.3035 -1.6838 5.5647
C -3.1522 -1.0492 4.7777
O -3.5419 -0.5082 3.5284
C -4.0169 0.8257 3.5803
H -7.4177 2.7560 4.8137
H -7.4352 1.0023 5.0683
H -8.1765 2.0965 6.2772
H -6.9081 0.7687 7.6276
H -5.6161 1.8434 8.1742
H -4.6664 -0.3640 7.9872
H -3.9897 0.6843 6.7229
H -5.7404 -0.2850 5.2684
H -4.7939 -2.4111 4.9095
H -3.8930 -2.2479 6.4095
H -2.4433 -1.8490 4.5437
H -2.5901 -0.3144 5.3632
H -3.5445 1.4049 4.3761
H -5.1087 0.8368 3.6913
H -3.7819 1.2986 2.6256
C 3.8562 0.2533 -5.2774
O 2.7399 0.8013 -4.6031
C 2.6847 2.2247 -4.6738
C 1.4928 2.6662 -5.5117
N 1.6979 2.3552 -6.9269
C 0.4969 2.5227 -7.7434
C -0.6858 1.5917 -7.4557
O -0.4342 0.2285 -7.7638
C 0.1867 -0.5115 -6.7212
H 3.8859 -0.8152 -5.0668
H 3.7683 0.3922 -6.3608
H 4.7882 0.7053 -4.9220
H 3.6189 2.6567 -5.0460
H 2.5404 2.5846 -3.6509
H 1.3527 3.7453 -5.3973
H 0.6058 2.1585 -5.1179
H 2.0076 1.3944 -7.0102
H 0.8023 2.3620 -8.7824
H 0.1608 3.5626 -7.6717
H -1.5034 1.8972 -8.1169
H -1.0695 1.6979 -6.4355
H -0.0943 -0.1508 -5.7294
H 1.2728 -0.4950 -6.8380
H -0.1341 -1.5506 -6.8142

Forces on atoms 1 to 6 (eV/Å):
C -0.94 -0.77 0.78
C -0.16 1.45 -0.27
O 0.32 -0.80 -0.27
N 1.05 -0.64 2.26
C -0.85 -1.18 -0.89
C -1.45 -0.15 -1.17

Values from the calculation:
Charge: -2
HOMO (eV): 0.598
Largest force on an atom (eV Å⁻¹): 3.56
E_LUMO (eV): 3.7
Gap between HOMO and LUMO (eV): 3.093